1) Density functional theory data (wB97M-V/def2-TZVPD) for a 2-piece molecular cluster, C6H16N2O overall.

Its total charge is 0. Its SMILES is CC(C)(C)ON.[H]/N=C\C. The calculation puts the highest occupied orbital energy at -9.4 eV. The calculation puts the LUMO energy at 0.0335 Ha. As for the HOMO-LUMO gap: 10.3 eV.

Structure (XYZ):
```
25
C6H16N2O wB97M-V/def2-TZVPD
C 0.9232 0.5017 1.0141
C 1.7857 1.6842 0.5759
C 1.2089 0.0776 2.4511
C -0.5512 0.8365 0.8064
N 1.2968 -0.9251 -1.0661
O 1.3473 -0.7767 0.3532
H 2.2655 -0.8642 -1.4045
H 0.9891 -1.8879 -1.1985
H 1.6126 1.9088 -0.4750
H 2.8416 1.4621 0.7174
H 1.5265 2.5582 1.1691
H 1.8686 0.7760 2.9585
H 0.2927 -0.0761 3.0125
H 1.7245 -0.8957 2.3465
H -0.7258 1.1840 -0.2083
H -1.1747 -0.0321 1.0023
H -0.8357 1.6232 1.5022
C -1.5669 -0.6179 -2.3165
C -2.2162 -1.4647 -1.2728
N -3.1402 -1.1580 -0.4800
H -3.4708 -0.1966 -0.5765
H -1.8266 -2.4765 -1.1806
H -1.5591 -1.1401 -3.2725
H -0.5307 -0.4349 -2.0277
H -2.0849 0.3341 -2.4302
```


2) Density functional theory data (wB97M-V/def2-TZVPD) for C6H16N2O as an isolated structure.

Its total charge is 0. The calculation puts the highest occupied orbital energy at -7.4 eV. The calculation puts the LUMO energy at 0.0202 Ha. As for the HOMO-LUMO gap: 7.9 eV.

Structure (XYZ):
```
25
C6H16N2O wB97M-V/def2-TZVPD
C 0.8677 -0.1042 1.1558
C 0.7170 1.2804 1.7854
C 2.3502 -0.4510 0.9804
N 0.2710 -1.0982 2.0553
C 0.2365 -0.1260 -0.2620
O 0.7213 0.7790 -1.1221
H 0.2710 -2.0303 1.6565
H -0.6683 -0.8603 2.3508
H 0.2792 -1.1692 -0.6354
H 2.4635 -1.4473 0.5444
H 1.2570 1.3219 2.7314
H 1.1021 2.0389 1.1057
H -0.3323 1.5110 1.9968
H 2.8300 0.2664 0.3165
H 2.8453 -0.4459 1.9515
C -2.0151 -0.2827 -1.7478
C -1.1550 0.1450 -2.8351
N -1.3322 0.1254 -0.2245
H -1.4515 1.1271 -0.0885
H -1.8113 -0.3827 0.5166
H -2.9852 0.2078 -1.6508
H -2.1096 -1.3591 -1.6068
H -0.8342 -0.6602 -3.4894
H -1.5147 1.0111 -3.3835
H -0.0025 0.6032 -2.1010
```


Stability summary - winner: 2); margin: 0.129 eV.


1) Density functional theory data (wB97M-V/def2-TZVPD) for a 2-piece molecular cluster, C3H8N3O overall.

Its total charge is +1. The calculation puts the highest occupied orbital energy (spin up / spin down) at -14.0 / -14.0 eV. The calculation puts the LUMO energy (spin up / spin down) at -0.1946 / -0.1946 Ha. As for the HOMO-LUMO gap (spin up / spin down): 8.7 / 8.7 eV.

Structure (XYZ):
```
15
C3H8N3O wB97M-V/def2-TZVPD
C -1.0671 -0.8464 -0.9736
C -0.8965 0.5836 -0.1737
C -0.0610 -1.3318 0.8683
N -0.6111 -1.8032 -0.2708
N -0.2341 0.0076 0.9326
N 0.0668 0.9084 1.8770
O 1.8047 0.1043 -1.7123
H -1.3584 -0.8333 -2.0216
H -0.1234 1.2833 -0.5773
H -1.8633 1.0497 0.0113
H 0.0911 -2.1255 1.5833
H 0.4579 0.7044 2.8094
H -0.3737 1.8125 1.7644
H 1.4083 0.4788 -2.4703
H 2.7598 0.0074 -1.6467
```


2) Density functional theory data (wB97M-V/def2-TZVPD) for an isolated ion of composition C3H8N3O and charge +1.

Its total charge is +1. Its SMILES is NC1(N=O)C[NH2+]C1. The calculation puts the highest occupied orbital energy at -13.7 eV. The calculation puts the LUMO energy at -0.1682 Ha. As for the HOMO-LUMO gap: 9.1 eV.

Structure (XYZ):
```
15
C3H8N3O wB97M-V/def2-TZVPD
C 0.5673 0.5094 0.9713
C 0.4616 -0.0360 -1.1804
C -0.6321 -0.2781 0.0928
N -1.7191 0.5873 -0.2614
N -0.9676 -1.4969 0.6396
N 1.2156 0.8552 -0.2683
O -2.8683 0.1875 -0.1539
H 0.3661 1.4442 1.6173
H 1.1215 -0.1792 1.5617
H 1.0471 -0.7830 -1.4871
H 0.1117 0.4919 -2.0899
H -1.8439 -1.8889 0.3606
H -0.2655 -2.2077 0.9547
H 1.1380 1.8402 -0.4836
H 2.2677 0.9541 -0.2733
```


Stability summary - winner: 1); margin: 1.443 eV.


1) Density functional theory data (wB97M-V/def2-TZVPD) for an isolated ion of composition C3H8N3O and charge +1.

Its total charge is +1. Its SMILES is C[C@@]1(N)[NH+]=CNO1. The calculation puts the highest occupied orbital energy at -13.9 eV. The calculation puts the LUMO energy at -0.1500 Ha. As for the HOMO-LUMO gap: 9.9 eV.

Structure (XYZ):
```
15
C3H8N3O wB97M-V/def2-TZVPD
C 1.6160 -1.4833 -0.0359
C 0.0230 0.1335 0.0911
C -0.5178 0.9321 -1.0216
N 2.1930 -0.3909 0.4471
N 0.3382 -1.2389 -0.3145
N -0.9901 0.0248 1.6176
O 1.3270 0.7061 0.4324
H 2.0167 -2.4878 -0.1296
H 0.1292 0.5748 -1.8512
H 0.0178 1.8986 -0.8670
H -1.5615 0.8954 -1.0032
H 3.0836 0.0482 0.7774
H -0.4133 -1.9316 -0.4939
H -0.2907 0.2060 2.3779
H -1.6419 0.8117 1.5289
```


2) Density functional theory data (wB97M-V/def2-TZVPD) for an isolated ion of composition C3H8N3O and charge +1.

Its total charge is +1. The calculation puts the highest occupied orbital energy at -12.3 eV. The calculation puts the LUMO energy at -0.2159 Ha. As for the HOMO-LUMO gap: 6.4 eV.

Structure (XYZ):
```
15
C3H8N3O wB97M-V/def2-TZVPD
C -0.8059 0.0040 -0.2593
C -0.6578 -0.6628 1.2655
C 1.4896 -0.0239 2.0952
N -1.9251 0.3866 -0.7426
N 0.3655 -0.0613 -0.9346
N 0.5115 0.4127 -2.2347
O 0.2333 -0.0595 2.0736
H -1.6867 -0.4729 1.7367
H -0.2898 -1.5991 0.9080
H 1.9103 -0.6862 1.3541
H 1.8954 0.7764 2.7875
H -2.6469 0.4205 -0.0404
H 0.0052 -0.2193 -2.9931
H 1.5098 0.3905 -2.3687
H 0.0914 1.3943 -2.6472
```


Stability summary - winner: 1); margin: 1.908 eV.


1) Density functional theory data (wB97M-V/def2-TZVPD) for a 8-piece molecular cluster, FH14O7 overall.

Its total charge is -1. The calculation puts the highest occupied orbital energy at -6.9 eV. The calculation puts the LUMO energy at 0.1328 Ha. As for the HOMO-LUMO gap: 10.5 eV.

Structure (XYZ):
```
22
FH14O7 wB97M-V/def2-TZVPD
F -0.0603 -0.2187 0.0451
O -1.7203 0.5463 1.9451
H -1.1953 0.0933 1.2501
H -2.0723 -0.1577 2.4731
O 1.5647 -0.9017 1.8931
H 0.9977 -0.4727 1.1981
H 0.9787 -1.0317 2.6621
O 0.9367 2.1913 0.8171
H 0.7147 3.0903 0.6141
H 0.2957 1.6133 0.4521
O 1.5867 0.9153 -1.9369
H 1.0537 0.3983 -1.2969
H 1.4017 1.8663 -1.8179
O -1.9513 -2.0877 -0.4819
H -1.3733 -1.3247 -0.3889
H -1.5853 -2.7127 -1.1509
O -1.3433 1.7493 -1.2359
H -0.8533 0.9823 -0.9159
H -0.8223 2.0793 -1.9569
O 1.4777 -2.0967 -0.9799
H 1.1467 -2.9227 -0.6479
H 0.8217 -1.5987 -0.5399
```


2) Density functional theory data (wB97M-V/def2-TZVPD) for a 8-piece molecular cluster, FH14O7 overall.

Its total charge is -1. The calculation puts the highest occupied orbital energy at -4.6 eV. The calculation puts the LUMO energy at 0.1140 Ha. As for the HOMO-LUMO gap: 7.7 eV.

Structure (XYZ):
```
22
FH14O7 wB97M-V/def2-TZVPD
F 0.1351 0.0312 0.1924
O 0.1072 0.9345 -4.5644
H 0.3134 1.8523 -4.7416
H 0.1846 0.8502 -3.6141
O -3.9390 -1.7226 -1.4118
H -3.0380 -1.5488 -1.1393
H -4.3693 -2.0515 -0.6225
O 3.6801 -2.9595 -1.1555
H 3.1878 -2.2402 -0.7601
H 3.1231 -3.2669 -1.8708
O 2.6812 3.9035 -0.5668
H 3.4723 3.6532 -1.0440
H 2.2241 3.0773 -0.4098
O -3.0034 3.6122 -0.5151
H -2.4261 2.8505 -0.4639
H -3.7510 3.3124 -1.0322
O 2.2324 -1.0636 3.9179
H 1.9480 -0.9522 3.0107
H 1.8095 -0.3473 4.3916
O -1.8770 -2.7131 4.2845
H -1.6685 -2.2152 3.4940
H -1.0268 -2.9966 4.6208
```


Stability summary - winner: 1); margin: 2.066 eV.